1.
A structure of composition C30H44MnN5O2PSe3Te, computed with wB97M-V/def2-TZVPD.

CARTESIAN COORDINATES (ANGSTROEM)
Mn (2.766813, 1.855882, -0.817712)
Se (2.659246, 4.208055, -1.163318)
Se (3.707886, 5.358645, 0.554667)
Te (5.376149, 3.808148, 1.437537)
Se (4.790381, 1.684800, 0.401398)
C (0.926298, -6.079450, 3.215705)
C (1.240705, -4.644022, 2.895223)
C (0.901542, -3.641656, 3.794999)
C (1.215595, -2.315024, 3.535217)
C (1.835320, -1.981465, 2.345595)
C (2.166781, -2.976496, 1.425608)
N (2.813307, -2.586105, 0.225262)
C (2.170061, -2.593376, -1.000462)
C (1.075085, -3.427360, -1.251864)
C (0.454383, -3.425839, -2.489526)
C (0.882838, -2.584103, -3.505839)
C (1.929576, -1.713481, -3.246189)
C (2.576614, -1.708664, -2.018816)
C (3.618184, -0.668283, -1.732311)
O (4.677321, -0.924075, -1.183197)
O (3.234196, 0.537663, -2.061851)
C (1.904927, -4.319619, 1.702889)
C (2.381029, -5.407924, 0.783663)
H (0.382366, -6.156102, 4.156139)
H (1.837465, -6.675648, 3.304687)
H (0.321396, -6.543054, 2.433336)
H (0.395869, -3.906846, 4.716164)
H (0.962287, -1.542189, 4.250772)
H (2.059826, -0.950055, 2.096469)
H (3.560455, -1.913832, 0.311831)
H (0.700991, -4.069730, -0.466811)
H (-0.383342, -4.093096, -2.655903)
H (0.400016, -2.592278, -4.473884)
H (2.248580, -0.999962, -3.996213)
H (2.988089, -5.002818, -0.022272)
H (1.552604, -5.963396, 0.336196)
H (2.984261, -6.130776, 1.337100)
N (1.194672, 1.646290, -0.129714)
P (-0.352685, 1.903318, -0.336135)
N (-0.859160, 1.995050, -1.899785)
C (-0.081767, 2.782378, -2.863168)
C (-0.465382, 2.392437, -4.280976)
C (-1.939379, 2.702373, -4.574282)
C (-2.785003, 2.585032, -3.297912)
C (-2.185605, 1.552154, -2.355468)
N (-0.803696, 3.256243, 0.484567)
C (-0.050411, 3.710350, 1.667337)
C (-0.954721, 4.475238, 2.633636)
C (-2.331637, 3.838329, 2.825601)
C (-3.031860, 3.544877, 1.479348)
C (-2.114760, 3.871162, 0.309042)
N (-1.215932, 0.592194, 0.227518)
C (-1.195889, 0.390395, 1.682815)
C (-2.252898, -0.625868, 2.088281)
C (-2.045114, -1.949651, 1.359191)
C (-1.973504, -1.711064, -0.145517)
C (-0.906141, -0.678532, -0.462976)
H (0.977347, 2.573261, -2.709023)
H (-0.229667, 3.858644, -2.706722)
H (-0.264455, 1.325096, -4.405681)
H (0.188678, 2.913766, -4.981065)
H (-2.312427, 2.010364, -5.332016)
H (-2.039880, 3.704695, -4.994728)
H (-3.815011, 2.311294, -3.532483)
H (-2.827430, 3.550470, -2.785577)
H (-2.100228, 0.590668, -2.878549)
H (-2.818998, 1.375796, -1.488175)
H (0.773287, 4.351451, 1.349040)
H (0.401598, 2.847877, 2.161027)
H (-1.077449, 5.502362, 2.280707)
H (-0.437884, 4.550835, 3.591899)
H (-2.944395, 4.510513, 3.428096)
H (-2.236049, 2.921517, 3.413525)
H (-3.959068, 4.114388, 1.386645)
H (-3.307403, 2.489329, 1.412840)
H (-1.982758, 4.953824, 0.209588)
H (-2.544134, 3.532591, -0.632470)
H (-1.376503, 1.344610, 2.176634)
H (-0.201244, 0.036552, 1.993163)
H (-3.240888, -0.218811, 1.846740)
H (-2.215027, -0.768938, 3.171120)
H (-2.838208, -2.657534, 1.608286)
H (-1.100261, -2.396898, 1.693283)
H (-2.938132, -1.346785, -0.515576)
H (-1.745642, -2.635425, -0.679504)
H (-0.828250, -0.502128, -1.537217)
H (0.076252, -1.032557, -0.129497)

Atoms 1-3, force components in eV/Å:
Mn -0.816 0.018 -0.142
Se -0.036 -0.012 -0.149
Se -0.269 0.269 -0.074

Calculated values
* relative energy (zero: lowest compared OMol25 entry of this formula, charge and spin): 92.7 kJ/mol
* multiplicity: 4
* HOMO (spin up / spin down): -0.2725 / -0.2809 Ha
* LUMO (spin up / spin down): -0.87 / -2.16 eV
* Kohn-Sham gap (spin up / spin down): 0.2405 / 0.2015 Ha

Which charges does Mulliken predict for the atoms? In e, they are: Mn 0.171; Se -0.078; Se -0.205; Te 0.149; Se -0.049; C -1.628; C 1.240; C -1.162; C -0.625; C -0.266; C 0.406; N -0.002; C 0.137; C -0.424; C -0.752; C -0.979; C -0.347; C 1.153; C 0.006; O -0.643; O -0.942; C 0.528; C -1.849; H 0.408; H 0.337; H 0.315; H 0.331; H 0.402; H 0.311; H 0.333; H 0.491; H 0.406; H 0.408; H 0.458; H 0.363; H 0.363; H 0.503; N 0.448; P -1.184; N 1.023; C -0.187; C -1.140; C -0.638; C -0.812; C -0.842; N 0.489; C -0.064; C -0.801; C -0.666; C -0.456; C -0.182; N 0.635; C 0.524; C -1.267; C 0.118; C -1.323; C -0.558; H 0.170; H 0.263; H 0.200; H 0.480; H 0.298; H 0.343; H 0.516; H 0.190; H 0.410; H 0.501; H -0.164; H 0.415; H 0.367; H 0.434; H 0.421; H 0.236; H 0.548; H -0.042; H 0.559; H -0.431; H -0.251; H -0.050; H 0.269; H 0.551; H 0.546; H -0.521; H 0.400; H 0.313; H 0.446; H 0.200

2.
A cluster of 2 separate species, C2HN2O4 in total in a non-equilibrium geometry, computed with wB97M-V/def2-TZVPD.

CARTESIAN COORDINATES (ANGSTROEM)
C (0.690087, 0.279536, 1.586881)
C (1.786476, -0.152634, 0.730203)
N (2.091948, -0.946158, -0.614951)
N (2.888076, -0.253042, 1.392401)
O (3.998304, -0.536051, 0.884155)
O (3.122022, -0.542174, -1.150245)
O (-0.433637, 0.677175, 1.669524)
O (-1.421204, 0.860471, 0.124025)
H (-1.402819, -0.008697, -0.087523)

Atoms 1-3, force components in eV/Å:
C -0.428 -0.004 -1.761
C -1.909 -0.100 -1.989
N 0.023 1.347 -0.759

Calculated values
* total charge: -1
* relative energy (zero: lowest compared OMol25 entry of this formula, charge and spin): 906.2 kJ/mol
* multiplicity: 1
* HOMO (spin up / spin down): -0.1397 / -0.1395 Ha
* LUMO (spin up / spin down): 3.57 / 3.56 eV
* Kohn-Sham gap (spin up / spin down): 0.2709 / 0.2702 Ha

Which charges does natural (NBO) predict for the atoms? In e, they are: C 0.545; C -0.135; N 0.075; N 0.012; O -0.446; O -0.265; O -0.292; O -0.896; H 0.402

3.
A structure of composition C33H85AsF6N10O7P2 in a non-equilibrium geometry, computed with wB97M-V/def2-TZVPD.

CARTESIAN COORDINATES (ANGSTROEM)
C (22.539915, 23.280971, -2.010717)
O (21.452885, 23.973456, -2.538609)
C (21.720032, 25.262696, -3.079495)
C (21.644285, 26.278484, -1.978197)
N (20.283966, 26.235004, -1.300870)
H (20.214788, 25.463372, -0.622827)
H (20.375015, 27.043822, -0.677536)
C (19.085417, 26.496236, -2.166384)
C (19.228622, 27.824132, -2.866940)
O (19.931447, 28.767396, -2.069699)
C (19.732591, 30.079816, -2.467575)
H (22.877240, 23.554414, -1.001883)
H (23.396072, 23.225556, -2.690415)
H (22.227993, 22.250367, -1.820785)
H (20.991653, 25.349887, -3.881014)
H (22.761800, 25.291369, -3.417740)
H (21.864270, 27.310361, -2.254385)
H (22.376316, 26.112912, -1.185090)
H (18.275449, 26.611727, -1.444491)
H (18.882489, 25.629718, -2.790971)
H (18.226298, 28.206023, -3.079732)
H (19.693005, 27.830010, -3.863003)
H (20.498995, 30.684713, -1.969315)
H (18.788510, 30.567769, -2.197744)
H (19.898818, 30.327419, -3.525741)
As (15.169717, 27.331678, -1.327849)
F (13.994792, 27.946400, -2.452917)
F (15.803513, 26.189906, -2.480830)
F (16.393238, 26.837559, -0.153420)
F (14.581304, 28.432555, -0.091653)
F (14.044152, 26.134412, -0.750049)
F (16.390447, 28.489806, -1.845719)
C (8.565110, 28.983021, -1.284366)
O (8.117774, 28.245973, -0.441700)
N (9.831567, 29.018958, -1.779084)
C (10.166986, 29.967233, -2.847121)
C (10.933023, 28.185923, -1.313924)
H (7.942171, 29.754627, -1.770642)
H (9.916556, 30.967132, -2.483300)
H (9.625550, 29.784084, -3.774914)
H (11.241936, 29.935264, -2.998400)
H (11.844461, 28.738827, -1.105238)
H (10.645494, 27.626517, -0.423524)
H (11.080189, 27.406182, -2.065322)
C (15.625293, 33.549620, -2.503889)
O (15.731395, 34.761754, -2.484768)
N (14.762401, 32.895890, -3.298865)
C (14.646541, 31.432078, -3.202705)
C (13.929960, 33.563132, -4.256577)
H (16.303017, 32.866637, -1.977732)
H (14.155631, 31.232148, -2.250999)
H (15.602959, 30.903729, -3.181553)
H (14.166183, 30.966983, -4.054034)
H (14.002364, 34.640402, -4.102398)
H (14.372053, 33.452361, -5.256247)
H (12.879628, 33.297113, -4.368769)
O (20.384974, 23.994369, 0.637939)
P (19.547131, 23.196125, 1.563615)
N (17.937515, 23.067029, 1.125076)
C (17.106649, 24.293818, 1.224476)
C (17.169228, 21.812776, 1.153452)
N (19.597569, 23.871325, 3.125082)
C (20.214053, 25.142881, 3.363342)
C (18.813422, 23.356668, 4.240078)
N (20.134626, 21.613161, 1.694474)
C (19.984888, 20.761529, 2.872258)
C (21.171105, 21.260083, 0.687955)
H (16.642529, 24.520223, 2.183449)
H (16.329509, 24.085064, 0.487543)
H (17.590640, 25.173299, 0.809949)
H (17.252289, 21.417685, 2.172470)
H (17.626862, 21.021976, 0.558432)
H (16.143498, 22.035097, 0.883333)
H (19.491730, 25.915752, 3.656302)
H (20.982747, 25.221812, 4.145017)
H (20.781993, 25.539053, 2.520943)
H (19.393125, 23.138347, 5.142443)
H (18.116782, 24.168793, 4.472965)
H (18.289042, 22.425711, 4.052387)
H (20.475253, 21.213236, 3.734249)
H (18.918628, 20.698831, 3.104021)
H (20.236102, 19.721372, 2.679655)
H (20.682375, 21.465608, -0.257214)
H (21.465292, 20.223125, 0.858766)
H (22.126940, 21.758903, 0.870741)
O (16.658061, 30.289050, -7.575049)
P (15.544337, 29.323724, -7.709103)
N (13.988120, 29.958673, -7.860815)
C (13.305306, 30.406891, -6.649861)
C (13.724673, 30.841448, -8.992446)
N (15.351656, 28.304625, -6.361257)
C (16.248522, 28.411383, -5.202887)
C (14.365082, 27.245936, -6.301270)
N (15.755059, 28.298418, -8.997656)
C (14.660657, 27.757631, -9.790625)
C (17.015058, 27.658695, -9.248260)
H (13.500242, 29.730850, -5.821508)
H (12.259177, 30.663031, -6.798890)
H (13.788804, 31.339586, -6.323208)
H (14.558221, 31.545946, -9.118686)
H (12.724572, 31.249006, -8.892684)
H (13.800280, 30.317663, -9.953450)
H (17.302400, 28.302579, -5.501252)
H (16.377965, 29.422115, -4.797564)
H (15.930003, 27.675305, -4.476432)
H (14.060995, 27.073130, -5.265492)
H (13.412114, 27.479220, -6.782763)
H (14.772201, 26.306295, -6.684856)
H (14.355766, 26.769635, -9.409770)
H (13.757571, 28.337204, -9.612783)
H (14.896794, 27.591650, -10.840820)
H (16.925668, 26.587713, -9.019328)
H (17.784547, 28.110435, -8.620886)
H (17.350710, 27.719933, -10.288303)
C (18.005951, 25.353260, -6.163685)
C (17.744187, 23.896930, -5.763466)
C (19.114008, 23.228055, -5.453340)
C (19.047124, 21.859418, -4.818270)
C (18.292783, 22.002597, -3.481039)
C (16.901776, 22.629680, -3.680932)
N (17.035418, 23.849518, -4.486555)
O (15.804355, 24.559474, -4.514936)
C (15.956756, 21.590955, -4.337762)
C (16.361940, 22.954698, -2.277639)
C (17.044134, 23.232484, -6.981831)
H (17.131985, 25.870564, -6.563523)
H (18.358212, 25.988268, -5.348234)
H (18.664782, 25.299013, -7.034739)
H (19.658150, 23.254825, -6.405250)
H (19.644583, 24.008880, -4.897721)
H (18.491786, 21.113333, -5.387536)
H (20.075590, 21.516423, -4.699135)
H (18.876870, 22.619340, -2.794973)
H (18.097920, 20.995754, -3.108466)
H (15.987943, 20.686533, -3.728944)
H (16.265332, 21.296989, -5.342443)
H (14.964964, 22.026313, -4.453538)
H (16.625605, 22.150598, -1.573995)
H (15.293466, 23.125720, -2.206516)
H (17.037305, 23.672385, -1.794902)
H (16.062107, 22.831692, -6.742260)
H (16.862809, 23.953890, -7.786844)
H (17.679444, 22.532816, -7.531663)
H (16.007901, 25.284420, -3.902438)

Atoms 1-3, force components in eV/Å:
C 0.517 -1.245 0.701
O -0.405 0.243 -0.215
C 0.824 -1.049 0.823

Calculated values
* multiplicity: 1
* HOMO: -0.3010 Ha
* LUMO: 0.00 eV
* Kohn-Sham gap: 0.3011 Ha

These are the Mulliken partial charges, in e, on atoms 1 to 99: C -0.856; O 0.026; C -0.568; C -0.817; N 0.408; H 0.078; H 0.611; C 0.881; C -0.202; O -0.430; C -0.874; H 0.278; H 0.357; H 0.250; H 0.109; H 0.480; H 0.370; H 0.548; H -0.234; H -0.366; H -0.343; H 0.652; H 0.304; H 0.276; H 0.372; As 2.151; F -0.387; F -0.792; F -0.506; F -0.544; F -0.560; F -0.424; C 0.028; O -0.565; N 0.148; C -0.906; C -0.937; H 0.341; H 0.385; H 0.327; H 0.174; H 0.296; H 0.327; H 0.351; C 0.136; O -0.605; N 0.120; C 0.023; C -1.000; H 0.335; H 0.499; H -0.163; H -0.275; H 0.352; H 0.325; H 0.316; O -1.058; P -0.449; N 1.095; C -1.234; C -1.079; N 0.393; C -0.992; C -1.155; N 0.365; C -0.896; C -0.529; H 0.111; H 0.415; H 0.343; H 0.296; H 0.270; H 0.481; H 0.344; H 0.309; H 0.162; H 0.336; H 0.377; H 0.317; H 0.278; H 0.267; H 0.343; H 0.000; H 0.385; H 0.224; O -0.921; P 0.183; N 0.367; C -0.999; C -1.118; N 0.985; C -0.896; C -0.990; N 0.290; C -1.003; C -0.956; H -0.093; H 0.387; H 0.514